Formula: C6H16N
Source: the OMol25 dataset
Level of theory: the ωB97M-V functional and the def2-TZVPD basis

Structure (XYZ):
```
23
C6H16N | the OMol25 dataset | the ωB97M-V functional and the def2-TZVPD basis
C 2.077 0.246 2.140
C 0.914 1.237 1.930
C -0.234 0.662 1.118
C 0.059 0.719 -0.392
C 0.127 -0.605 -1.090
C -1.224 -1.346 -1.243
N -1.938 -0.832 -2.458
H 2.421 -0.154 1.183
H 2.900 0.726 2.661
H 1.771 -0.592 2.755
H 1.305 2.154 1.480
H 0.647 1.631 2.917
H -0.394 -0.384 1.394
H -1.136 1.185 1.444
H -0.544 1.520 -0.854
H 1.008 1.256 -0.518
H 0.552 -0.581 -2.107
H 0.812 -1.240 -0.525
H -1.806 -1.151 -0.340
H -1.102 -2.425 -1.246
H -2.380 0.070 -2.260
H -1.190 -0.650 -3.123
H -2.644 -1.446 -2.866
```

## Properties
Strongest force on any atom (eV/Å): 2.13
Orbital gap (eV): 10.49
HOMO (eV): -14.2
SMILES string: CCCCCC[NH3+]
E (Eh): -292.700413
Charge: +1
Multiplicity: 1

Formula: C4H4N2O
Source: the OMol25 dataset
Level of theory: the ωB97M-V functional and the def2-TZVPD basis

Structure (XYZ):
```
11
C4H4N2O | the OMol25 dataset | the ωB97M-V functional and the def2-TZVPD basis
N -1.406 0.156 -2.471
C -0.584 0.449 -1.715
C 0.453 0.856 -0.744
O -0.070 0.980 0.554
C -0.157 -0.177 1.362
C 0.017 -1.466 0.672
N 0.177 -2.497 0.175
H 0.823 1.846 -1.026
H 1.290 0.151 -0.797
H 0.601 -0.125 2.153
H -1.144 -0.173 1.836
```

## Properties
Strongest force on any atom (eV/Å): 1.15
Orbital gap (eV): 11.89
HOMO (eV): -11.4
SMILES string: N#CCOCC#N
E (Eh): -339.515645
Multiplicity: 1

Formula: C27H26F5LuN2OS
Source: the OMol25 dataset
Level of theory: the ωB97M-V functional and the def2-TZVPD basis

Structure (XYZ):
```
63
C27H26F5LuN2OS | the OMol25 dataset | the ωB97M-V functional and the def2-TZVPD basis
Lu 0.182 -0.328 -0.487
C 1.764 2.469 -3.725
C 0.744 2.056 -2.667
C -0.086 0.850 -3.147
C 1.388 1.726 -1.331
C 0.839 2.193 -0.132
C 1.311 1.739 1.103
C 2.370 0.830 1.190
C 2.892 0.356 2.512
C 2.953 0.401 -0.015
C 2.475 0.835 -1.246
H 1.253 2.828 -4.618
H 2.395 1.632 -4.031
H 2.409 3.268 -3.361
H 0.056 2.886 -2.493
H 0.545 -0.036 -3.312
H -0.563 1.067 -4.102
H -0.941 0.611 -2.488
H 0.027 2.909 -0.166
H 0.867 2.128 2.012
H 2.344 -0.524 2.855
H 2.793 1.134 3.267
H 3.940 0.073 2.435
H 3.802 -0.271 0.018
H 2.956 0.491 -2.155
C -5.898 0.404 2.210
N -4.465 0.164 2.058
N -3.813 0.336 0.867
C -2.496 0.132 1.077
O -1.655 0.195 0.075
C -2.305 -0.162 2.422
C -3.566 -0.134 3.004
C -3.963 -0.359 4.420
C -4.491 0.562 -0.378
C -5.246 -0.461 -0.931
C -5.905 -0.229 -2.129
C -5.790 1.003 -2.759
C -5.021 2.013 -2.195
C -4.367 1.799 -0.990
H -6.226 1.082 1.428
H -6.063 0.870 3.178
H -6.452 -0.531 2.144
H -1.379 -0.413 2.909
H -3.120 -0.755 4.979
H -4.788 -1.067 4.493
H -4.276 0.577 4.888
H -5.316 -1.420 -0.433
H -6.507 -1.012 -2.570
H -6.308 1.180 -3.691
H -4.947 2.975 -2.684
H -3.788 2.584 -0.520
F -0.905 -6.853 -2.011
C -0.535 -5.802 -1.307
C -0.668 -4.528 -1.840
F -1.164 -4.335 -3.052
C -0.267 -3.472 -1.055
F -0.413 -2.187 -1.617
C 0.258 -3.559 0.216
S 0.804 -2.155 1.150
C 0.373 -4.852 0.715
F 0.869 -5.048 1.928
C -0.015 -5.958 -0.029
F 0.110 -7.168 0.478
```

## Properties
Strongest force on any atom (eV/Å): 0.93
Orbital gap (eV): 7.62
HOMO (eV): -13.8
E (Eh): -3361.828839
Charge: +2
Multiplicity: 1

Formula: C5H17O6P
Source: the OMol25 dataset
Level of theory: the ωB97M-V functional and the def2-TZVPD basis

Structure (XYZ):
```
29
C5H17O6P | the OMol25 dataset | the ωB97M-V functional and the def2-TZVPD basis
C -0.189 -1.348 -2.387
O 0.824 -1.667 -1.381
P 0.890 -3.170 -0.713
O 0.341 -4.243 -1.568
O 2.464 -3.465 -0.527
C 2.789 -4.752 -0.035
O 0.353 -3.038 0.772
C 0.742 -1.861 1.597
H 0.239 -1.614 -3.353
H -0.537 -0.319 -2.481
H -1.098 -1.924 -2.216
H 3.123 -5.367 -0.871
H 1.883 -5.203 0.369
H 3.598 -4.681 0.691
H 0.421 -2.210 2.579
H 0.121 -1.073 1.172
H 1.800 -1.601 1.557
C -1.960 1.839 -0.158
O -1.108 2.187 0.951
H -2.197 0.804 -0.405
H -2.934 2.328 -0.135
H -1.497 2.287 -1.037
H -1.353 3.085 1.185
C -1.335 5.959 0.843
O -0.658 4.990 1.672
H -1.360 5.463 -0.128
H -2.375 6.038 1.159
H -1.008 6.998 0.809
H 0.021 5.560 2.039
```

## Properties
Strongest force on any atom (eV/Å): 2.16
Orbital gap (eV): 10.79
HOMO (eV): -10.2
SMILES string: COP(=O)(OC)OC.CO.CO
E (Eh): -993.508746
Multiplicity: 1

Formula: C5H8LiO4Tb
Source: the OMol25 dataset
Level of theory: the ωB97M-V functional and the def2-TZVPD basis

Structure (XYZ):
```
19
C5H8LiO4Tb | the OMol25 dataset | the ωB97M-V functional and the def2-TZVPD basis
C -0.725 -2.464 -2.482
C -0.495 -1.017 -2.624
O 0.182 -0.343 -1.833
Li 0.591 1.763 -1.715
H -0.845 -2.888 -3.492
H 0.187 -2.919 -2.065
H -1.585 -2.701 -1.847
H -0.713 2.854 0.953
O 0.547 1.485 0.061
C 1.146 -0.632 2.251
C 0.168 2.170 1.210
O 1.797 -1.433 2.901
O 0.664 0.438 2.974
C -0.299 1.307 2.375
Tb 0.801 -0.474 0.149
H 1.045 2.743 1.564
H -1.181 0.724 2.056
H -0.618 1.972 3.188
H -0.668 -0.585 -3.624
```

## Properties
Strongest force on any atom (eV/Å): 9.28
Orbital gap (spin up / spin down) (eV): 7.30 / 6.45
HOMO (spin up / spin down) (eV): -16.7 / -15.5
E (Eh): -1327.546521
Charge: +2
Multiplicity: 7

Formula: C24H32N2O3
Source: the OMol25 dataset
Level of theory: the ωB97M-V functional and the def2-TZVPD basis

Structure (XYZ):
```
61
C24H32N2O3 | the OMol25 dataset | the ωB97M-V functional and the def2-TZVPD basis
C 7.785 -0.954 0.806
O 6.586 -1.138 1.519
C 5.408 -0.886 0.885
C 5.282 -0.440 -0.425
C 4.024 -0.220 -0.958
C 2.866 -0.435 -0.222
C 1.526 -0.118 -0.847
C 0.452 -1.189 -0.586
N -0.790 -0.734 -1.157
C -1.501 -1.412 -2.068
O -1.277 -2.552 -2.420
C -2.667 -0.595 -2.646
O -3.068 0.485 -1.838
C -3.730 0.207 -0.668
C -4.188 1.308 0.050
C -4.877 1.118 1.230
C -5.129 -0.154 1.725
C -5.896 -0.335 3.000
C -4.657 -1.258 1.013
C -4.898 -2.649 1.513
C -3.959 -1.069 -0.173
N 0.984 1.195 -0.488
C 1.664 2.303 -1.131
C 0.808 3.562 -1.018
C 0.556 3.892 0.449
C -0.065 2.678 1.129
C 0.830 1.455 0.932
C 3.005 -0.882 1.089
C 4.251 -1.104 1.635
H 7.836 -1.609 -0.070
H 7.910 0.087 0.490
H 8.583 -1.217 1.498
H 6.150 -0.263 -1.040
H 3.948 0.124 -1.980
H 1.664 -0.081 -1.936
H 0.728 -2.130 -1.066
H 0.315 -1.372 0.483
H -0.979 0.250 -1.010
H -3.502 -1.269 -2.874
H -2.326 -0.145 -3.584
H -4.002 2.297 -0.337
H -5.232 1.980 1.776
H -6.186 0.627 3.413
H -6.797 -0.923 2.826
H -5.296 -0.864 3.741
H -4.486 -2.775 2.513
H -4.440 -3.382 0.854
H -5.967 -2.854 1.569
H -3.593 -1.937 -0.700
H 1.812 2.057 -2.186
H 2.656 2.489 -0.681
H -0.146 3.385 -1.519
H 1.311 4.391 -1.518
H -0.104 4.757 0.536
H 1.503 4.139 0.935
H -1.045 2.475 0.693
H -0.197 2.862 2.197
H 0.361 0.592 1.405
H 1.804 1.633 1.421
H 2.135 -1.067 1.699
H 4.359 -1.452 2.650
```

## Properties
Strongest force on any atom (eV/Å): 0.48
Orbital gap (eV): 9.01
HOMO (eV): -8.3
SMILES string: COc1ccc([C@@H](CNC(=O)COc2ccc(C)c(C)c2)N2CCCCC2)cc1
E (Eh): -1268.977146
Multiplicity: 1